This record from OMol25 describes a molecular structure, C16H17ClFeO7 at a distorted geometry. The level of theory is wB97M-V/def2-TZVPD.

Energy = -78103.133 eV
Max |F| = 0.107 hartree/bohr
Lowest unoccupied orbital energy (spin up / spin down) = 0.5 / -2.3 eV
2S+1 = 5
Orbital gap (spin up / spin down) = 6.3 / 6.3 eV

Geometry (Å):
C (2.940, -1.407, 4.766)
C (2.230, -0.392, 3.903)
O (1.470, -1.122, 2.919)
C (0.854, -0.380, 1.977)
C (0.040, -1.179, 1.061)
Cl (-0.421, -0.560, -0.402)
C (-0.275, -2.615, 1.192)
O (-1.120, -3.161, 0.497)
O (0.424, -3.294, 2.121)
C (0.002, -4.667, 2.182)
C (0.900, -5.346, 3.180)
O (0.962, 0.848, 1.895)
H (3.470, -0.915, 5.586)
H (2.234, -2.120, 5.205)
H (3.682, -1.964, 4.184)
H (1.545, 0.213, 4.510)
H (2.957, 0.263, 3.408)
H (-1.047, -4.713, 2.500)
H (0.092, -5.136, 1.195)
H (0.599, -6.385, 3.341)
H (1.936, -5.353, 2.821)
H (0.867, -4.829, 4.146)
O (-3.509, 4.969, -3.025)
C (-2.515, 4.372, -3.169)
Fe (-1.057, 3.610, -3.772)
C (-1.166, 4.330, -5.361)
O (-1.305, 5.169, -6.169)
C (-0.055, 4.919, -2.985)
O (0.346, 5.953, -2.619)
C (-1.047, 1.362, -1.235)
C (-2.298, 1.177, -2.135)
C (-2.155, 1.828, -3.502)
C (-0.924, 1.629, -4.201)
C (0.197, 1.882, -3.359)
C (0.025, 1.955, -1.958)
H (-1.255, 1.729, -0.228)
H (-2.524, 0.104, -2.292)
H (-3.170, 1.620, -1.629)
H (-3.077, 1.856, -4.089)
H (-0.854, 1.352, -5.252)
H (1.194, 1.906, -3.794)
H (0.810, 2.493, -1.416)



This record from OMol25 describes a molecular structure, C16H24ClCuN4O2 at a distorted geometry. The level of theory is wB97M-V/def2-TZVPD.

Energy = -84198.720 eV
Max |F| = 0.091 hartree/bohr
Lowest unoccupied orbital energy = 0.3 eV
Orbital gap = 7.5 eV

Geometry (Å):
Cu (16.936, -9.043, -12.137)
Cl (17.430, -9.654, -9.490)
C (15.763, -4.494, -11.997)
C (16.404, -5.637, -12.854)
O (17.237, -6.414, -12.304)
N (16.240, -5.390, -14.135)
C (16.742, -6.058, -15.301)
H (15.022, -5.034, -11.407)
H (15.267, -3.626, -12.429)
H (16.461, -4.123, -11.247)
H (15.539, -4.726, -14.434)
H (17.831, -6.094, -15.315)
H (16.406, -5.723, -16.283)
H (16.223, -7.014, -15.371)
C (20.105, -10.872, -12.978)
C (19.595, -9.968, -14.005)
O (18.657, -9.240, -13.643)
N (20.160, -9.880, -15.210)
C (19.631, -9.052, -16.338)
H (21.186, -10.729, -12.955)
H (19.847, -11.913, -13.171)
H (19.670, -10.597, -12.017)
H (20.956, -10.467, -15.415)
H (20.580, -8.714, -16.754)
H (19.077, -8.176, -15.998)
H (19.213, -9.707, -17.103)
N (16.573, -10.881, -13.411)
C (16.428, -11.065, -14.770)
C (16.603, -12.305, -15.379)
C (16.923, -13.417, -14.617)
C (17.030, -13.293, -13.218)
C (16.837, -12.033, -12.698)
H (16.074, -10.195, -15.303)
H (16.639, -12.376, -16.456)
H (17.078, -14.391, -15.058)
H (17.244, -14.162, -12.613)
H (17.016, -11.895, -11.642)
N (14.620, -8.584, -12.638)
C (13.997, -8.318, -13.835)
C (12.720, -7.811, -13.929)
C (12.005, -7.558, -12.757)
C (12.644, -7.806, -11.553)
C (13.893, -8.340, -11.558)
H (14.587, -8.540, -14.712)
H (12.290, -7.690, -14.912)
H (11.024, -7.114, -12.841)
H (12.056, -7.658, -10.660)
H (14.349, -8.586, -10.610)



This record from OMol25 describes a single C4H9N3S molecule at a distorted geometry. The level of theory is wB97M-V/def2-TZVPD.

Energy = -19596.707 eV
Max |F| = 0.098 hartree/bohr
Lowest unoccupied orbital energy = 0.8 eV
SMILES string = NNC(=S)C1CNC1
Orbital gap = 9.0 eV

Geometry (Å):
N (-2.144, 1.738, 0.074)
N (-1.057, 0.920, -0.087)
C (-1.111, -0.419, -0.069)
S (-2.481, -1.323, 0.023)
C (0.258, -1.088, -0.002)
C (1.062, -0.388, 1.073)
N (1.660, 0.486, 0.064)
C (1.288, -0.513, -1.020)
H (-2.520, 2.099, -1.077)
H (-2.958, 1.273, 0.544)
H (-0.119, 1.297, 0.082)
H (0.146, -2.221, -0.074)
H (1.796, -1.048, 1.420)
H (0.504, 0.000, 1.923)
H (2.638, 0.570, 0.210)
H (0.934, -0.106, -1.939)
H (2.104, -1.277, -1.146)



This record from OMol25 describes a molecular structure, C42H34F9O8P4PbSe2. The level of theory is wB97M-V/def2-TZVPD.

Energy = -258051.137 eV
Total charge = -1
Max |F| = 0.019 hartree/bohr
Lowest unoccupied orbital energy = 1.9 eV
Orbital gap = 6.3 eV

Geometry (Å):
Pb (0.983, -0.686, -0.211)
C (5.253, -0.537, -3.827)
C (3.926, -0.265, -3.153)
O (3.271, 0.844, -3.773)
P (4.080, 0.321, -1.411)
O (5.226, 1.445, -1.584)
O (4.647, -0.681, -0.346)
O (2.803, 0.946, -0.947)
P (2.734, -1.691, -3.243)
O (3.382, -2.686, -2.138)
O (2.725, -2.349, -4.566)
O (1.464, -1.081, -2.686)
H (5.817, 0.391, -3.913)
H (5.055, -0.941, -4.820)
H (5.822, -1.264, -3.246)
H (2.321, 0.705, -3.620)
H (5.292, 1.970, -0.774)
H (4.219, -0.460, 0.567)
H (3.632, -3.512, -2.572)
Se (2.215, -2.972, 0.818)
P (0.220, -3.855, 0.873)
Se (-1.442, -2.551, 0.473)
C (0.321, -5.243, -0.302)
C (1.251, -6.246, -0.032)
C (1.526, -7.205, -0.990)
C (0.882, -7.157, -2.221)
C (-0.039, -6.158, -2.489)
C (-0.321, -5.194, -1.530)
C (-0.113, -4.605, 2.505)
C (-1.302, -5.310, 2.674)
C (-1.668, -5.744, 3.936)
C (-0.855, -5.467, 5.030)
C (0.330, -4.770, 4.859)
C (0.703, -4.334, 3.594)
H (1.772, -6.242, 0.919)
H (2.260, -7.975, -0.789)
H (1.114, -7.895, -2.979)
H (-0.522, -6.111, -3.457)
H (-1.022, -4.394, -1.731)
H (-1.939, -5.490, 1.817)
H (-2.596, -6.284, 4.074)
H (-1.154, -5.790, 6.020)
H (0.958, -4.550, 5.714)
H (1.621, -3.780, 3.436)
C (-0.487, 1.566, 4.830)
C (-0.553, 0.236, 4.429)
C (0.344, -0.260, 3.500)
C (1.351, 0.558, 2.978)
C (1.419, 1.887, 3.399)
C (0.501, 2.389, 4.308)
H (-1.198, 1.954, 5.549)
H (-1.314, -0.417, 4.840)
H (0.286, -1.296, 3.182)
H (2.198, 2.525, 2.997)
H (0.571, 3.423, 4.627)
O (3.424, 0.045, 1.955)
C (2.191, 0.082, 1.853)
F (-3.242, 5.810, -6.225)
C (-3.667, 5.847, -4.949)
F (-3.511, 7.121, -4.521)
F (-5.000, 5.620, -4.973)
C (-2.954, 4.870, -4.065)
C (-3.385, 4.729, -2.749)
C (-2.753, 3.827, -1.916)
C (-1.682, 3.061, -2.380)
C (-1.260, 3.218, -3.694)
C (-1.893, 4.118, -4.540)
P (-0.794, 1.841, -1.291)
C (-2.261, 1.131, -0.454)
C (-3.252, 0.616, -1.292)
C (-4.326, -0.083, -0.773)
C (-4.412, -0.273, 0.600)
C (-3.429, 0.220, 1.444)
C (-2.347, 0.907, 0.918)
C (-5.571, -1.007, 1.202)
F (-5.188, -2.017, 2.002)
F (-6.400, -1.525, 0.277)
F (-6.327, -0.181, 1.973)
C (-0.115, 3.104, -0.137)
C (1.182, 3.512, -0.444)
C (1.809, 4.497, 0.301)
C (1.121, 5.096, 1.346)
C (-0.181, 4.718, 1.644)
C (-0.795, 3.719, 0.911)
C (1.758, 6.169, 2.174)
F (1.835, 5.824, 3.479)
F (1.051, 7.322, 2.132)
F (3.008, 6.467, 1.776)
H (-4.216, 5.323, -2.391)
H (-3.101, 3.710, -0.898)
H (-0.434, 2.622, -4.064)
H (-1.571, 4.229, -5.567)
H (-3.167, 0.755, -2.363)
H (-5.079, -0.495, -1.430)
H (-3.495, 0.042, 2.509)
H (-1.561, 1.243, 1.584)
H (1.711, 3.029, -1.254)
H (2.826, 4.786, 0.078)
H (-0.711, 5.209, 2.451)
H (-1.808, 3.433, 1.162)



This record from OMol25 describes a single C2H4O2S molecule at a distorted geometry. The level of theory is wB97M-V/def2-TZVPD.

Energy = -17065.445 eV
Max |F| = 0.078 hartree/bohr
Lowest unoccupied orbital energy (spin up / spin down) = 0.6 / -0.5 eV
Orbital gap (spin up / spin down) = 8.7 / 6.8 eV

Geometry (Å):
C (-0.179, -0.671, -0.338)
C (-0.159, 0.505, -1.287)
O (0.299, -0.281, 3.413)
O (-0.067, -0.617, 0.976)
S (0.185, 0.455, 2.191)
H (-0.015, -1.628, -0.786)
H (-0.679, 1.321, -0.808)
H (-0.327, 0.222, -2.322)
H (0.943, 0.692, -1.038)



This record from OMol25 describes 3 unconnected molecules or ions with the total composition C30H65NO11P2 at a distorted geometry. The level of theory is wB97M-V/def2-TZVPD.

Energy = -74739.704 eV
Max |F| = 0.188 hartree/bohr
Lowest unoccupied orbital energy = -1.8 eV
SMILES string = CCCCCOC(=O)N(CCO)CC[C@@H](C)CCC=C(C)C.CCOP(=O)(OCC)OCC.CCOP(=O)(OCC)OCC
Orbital gap = 5.8 eV

Geometry (Å):
C (6.141, 1.923, -1.143)
C (7.730, 1.589, -1.537)
C (8.192, 0.371, -0.541)
C (9.278, -0.685, -1.241)
C (8.735, -2.224, -1.074)
O (8.147, -2.815, -2.285)
C (6.943, -2.101, -2.735)
O (7.112, -1.057, -3.594)
N (5.508, -2.440, -2.390)
C (5.394, -3.457, -1.276)
C (4.068, -3.191, -0.292)
O (4.271, -3.821, 1.051)
C (4.787, -2.914, -3.634)
C (3.150, -2.861, -3.550)
C (2.531, -1.498, -2.880)
C (2.548, -0.229, -3.970)
C (0.907, -1.810, -2.635)
C (0.560, -2.295, -1.108)
C (-1.066, -2.038, -0.818)
C (-1.488, -0.955, 0.156)
C (-1.132, 0.607, -0.215)
C (-2.239, -1.436, 1.542)
H (6.112, 2.513, -0.109)
H (5.623, 2.558, -2.006)
H (5.493, 0.938, -1.039)
H (8.400, 2.568, -1.429)
H (7.734, 1.324, -2.679)
H (7.275, -0.239, -0.114)
H (8.701, 0.883, 0.405)
H (9.510, -0.434, -2.362)
H (10.263, -0.591, -0.574)
H (8.056, -2.274, -0.117)
H (9.695, -2.886, -0.818)
H (6.310, -3.505, -0.551)
H (5.256, -4.566, -1.697)
H (3.073, -3.652, -0.758)
H (3.886, -2.036, -0.090)
H (3.610, -3.461, 1.713)
H (5.100, -2.360, -4.625)
H (5.073, -4.059, -3.809)
H (2.736, -2.901, -4.669)
H (2.755, -3.775, -2.935)
H (3.071, -1.135, -1.905)
H (3.630, 0.096, -4.274)
H (1.884, -0.593, -4.884)
H (1.948, 0.687, -3.502)
H (0.571, -2.673, -3.367)
H (0.268, -0.862, -2.897)
H (1.198, -1.665, -0.356)
H (0.713, -3.467, -0.946)
H (-1.892, -2.724, -1.340)
H (-0.628, 0.672, -1.274)
H (-0.378, 1.068, 0.555)
H (-2.148, 1.194, -0.228)
H (-3.262, -0.856, 1.627)
H (-1.620, -1.141, 2.508)
H (-2.425, -2.600, 1.557)
C (-7.048, -2.128, -3.338)
C (-7.840, -0.897, -3.728)
O (-7.457, 0.220, -2.945)
P (-6.272, 1.249, -3.488)
O (-6.979, 1.578, -4.826)
O (-6.805, 2.608, -2.690)
C (-7.066, 3.801, -3.414)
C (-8.544, 3.898, -3.757)
O (-5.482, 0.881, -1.994)
C (-4.546, -0.177, -1.930)
C (-3.626, -0.260, -3.132)
H (-6.007, -2.031, -3.652)
H (-7.458, -3.023, -3.814)
H (-7.058, -2.272, -2.251)
H (-7.732, -0.702, -4.798)
H (-8.902, -1.076, -3.534)
H (-6.438, 3.860, -4.309)
H (-6.787, 4.646, -2.777)
H (-8.922, 2.986, -4.224)
H (-8.730, 4.738, -4.433)
H (-9.133, 4.046, -2.846)
H (-5.076, -1.116, -1.769)
H (-3.938, -0.010, -1.034)
H (-4.187, -0.396, -4.061)
H (-2.935, -1.101, -3.024)
H (-3.044, 0.661, -3.236)
C (-4.670, 2.704, 6.900)
C (-3.614, 1.965, 7.696)
O (-2.672, 1.348, 6.835)
P (-1.282, 2.151, 6.413)
O (-0.809, 2.382, 7.870)
O (-0.342, 0.802, 6.155)
C (0.893, 0.656, 6.839)
C (0.709, -0.191, 8.088)
O (-1.810, 1.893, 4.786)
C (-2.587, 2.876, 4.130)
C (-2.135, 4.298, 4.397)
H (-4.245, 3.590, 6.427)
H (-5.488, 3.032, 7.548)
H (-5.082, 2.066, 6.109)
H (-3.135, 2.642, 8.408)
H (-4.091, 1.167, 8.274)
H (1.329, 1.632, 7.073)
H (1.592, 0.153, 6.163)
H (-0.119, 0.159, 8.707)
H (1.620, -0.192, 8.694)
H (0.473, -1.224, 7.811)
H (-3.636, 2.736, 4.390)
H (-2.507, 2.678, 3.055)
H (-2.165, 4.538, 5.463)
H (-2.780, 5.006, 3.868)
H (-1.105, 4.444, 4.060)



> Which formula does entry 6 have?

C30H65NO11P2



Copy entry 3 word for word.
This record from OMol25 describes a single C4H9N3S molecule at a distorted geometry. The level of theory is wB97M-V/def2-TZVPD.

Energy = -19596.707 eV
Max |F| = 0.098 hartree/bohr
Lowest unoccupied orbital energy = 0.8 eV
SMILES string = NNC(=S)C1CNC1
Orbital gap = 9.0 eV

Geometry (Å):
N (-2.144, 1.738, 0.074)
N (-1.057, 0.920, -0.087)
C (-1.111, -0.419, -0.069)
S (-2.481, -1.323, 0.023)
C (0.258, -1.088, -0.002)
C (1.062, -0.388, 1.073)
N (1.660, 0.486, 0.064)
C (1.288, -0.513, -1.020)
H (-2.520, 2.099, -1.077)
H (-2.958, 1.273, 0.544)
H (-0.119, 1.297, 0.082)
H (0.146, -2.221, -0.074)
H (1.796, -1.048, 1.420)
H (0.504, 0.000, 1.923)
H (2.638, 0.570, 0.210)
H (0.934, -0.106, -1.939)
H (2.104, -1.277, -1.146)



> Which of these has the highest max |F|?

C30H65NO11P2